C3H4N2O2 as an isolated structure in a non-equilibrium geometry, computed with wB97M-V/def2-TZVPD.

Positions of all 11 atoms, in Å:
C -1.11769 1.03221 -0.01054
C 0.61224 -1.22439 -0.07080
O 1.75446 -1.09271 0.33982
O 0.16827 0.53760 -0.44816
N -0.41703 -1.88315 -0.20965
C 2.29300 0.80103 0.44153
N 1.27174 1.32259 -0.00488
H -0.32141 -2.88557 -0.28407
H -1.27798 2.01270 -0.45194
H -1.83123 0.30036 -0.37845
H -1.13437 1.07932 1.07714

Summary:
Kohn-Sham gap ... 0.398 Ha
HOMO level ... -10.52 eV
ΔE to the lowest compared entry with this formula, charge and spin ... 156.3 kcal per mole
LUMO ... 0.32 eV